1.
Below is a molecular structure, C49H34AsF5IrN2O2, with properties calculated with ωB97M-V/def2-TZVPD.

Geometry as XYZ:
```
94
Properties=species:S:1:pos:R:3
Ir 0.190 1.180 -0.287
C -2.149 0.476 3.362
C -1.487 1.279 4.279
C -0.386 2.010 3.875
C 0.036 1.945 2.553
N -0.617 1.152 1.674
C -1.674 0.433 2.069
C 1.163 2.700 1.979
C 1.901 3.619 2.720
C 2.918 4.340 2.118
C 3.190 4.139 0.771
C 2.462 3.214 0.036
C 1.431 2.474 0.616
H -3.007 -0.119 3.640
H -1.827 1.336 5.305
H 0.144 2.629 4.583
H -2.141 -0.180 1.307
H 1.681 3.790 3.767
H 3.483 5.064 2.690
H 3.976 4.706 0.289
H 2.707 3.073 -1.009
F -0.783 3.244 -2.050
C 0.259 2.692 -2.738
C 0.913 1.632 -2.146
C 1.940 1.111 -2.891
F 2.652 0.068 -2.417
C 2.310 1.592 -4.135
F 3.314 1.033 -4.814
C 1.631 2.671 -4.676
F 1.983 3.163 -5.861
C 0.583 3.231 -3.967
F -0.089 4.267 -4.469
C -3.894 -2.676 -2.501
O -3.856 -1.313 -2.094
C -4.109 -1.011 -0.807
C -4.280 -1.968 0.193
C -4.679 -1.599 1.469
C -4.944 -0.267 1.755
C -4.722 0.686 0.780
C -4.259 0.340 -0.483
N -4.046 1.419 -1.384
C -3.517 1.528 -2.600
C -2.515 0.782 -3.203
C -2.392 0.878 -4.630
C -1.527 0.094 -5.316
C -0.725 -0.839 -4.597
C -0.757 -0.904 -3.239
C -1.591 -0.030 -2.477
O -1.445 0.085 -1.209
H -3.788 -2.662 -3.581
H -4.844 -3.138 -2.228
H -3.065 -3.238 -2.066
H -4.140 -3.014 -0.039
H -4.812 -2.360 2.227
H -5.329 0.025 2.722
H -4.908 1.733 0.995
H -4.495 2.267 -1.067
H -3.942 2.345 -3.178
H -3.035 1.573 -5.158
H -1.459 0.161 -6.393
H -0.051 -1.487 -5.144
H -0.102 -1.570 -2.690
C 3.707 -4.620 -1.279
C 2.562 -4.769 -0.515
C 1.851 -3.653 -0.096
C 2.307 -2.382 -0.429
C 3.457 -2.228 -1.200
C 4.154 -3.351 -1.617
As 1.370 -0.849 0.320
C 2.683 -0.172 1.563
C 3.807 0.583 1.274
C 4.601 1.033 2.319
C 4.258 0.735 3.634
C 3.132 -0.022 3.916
C 2.334 -0.484 2.876
C 1.117 -1.316 3.022
C 0.595 -1.803 4.216
C -0.533 -2.610 4.204
C -1.178 -2.912 3.008
C -0.682 -2.408 1.815
C 0.469 -1.635 1.830
H 4.252 -5.493 -1.614
H 2.218 -5.756 -0.235
H 0.962 -3.785 0.502
H 3.824 -1.255 -1.467
H 5.053 -3.231 -2.207
H 4.054 0.836 0.251
H 5.482 1.626 2.110
H 4.879 1.092 4.444
H 2.883 -0.253 4.944
H 1.075 -1.567 5.158
H -0.914 -3.007 5.135
H -2.065 -3.531 3.009
H -1.194 -2.616 0.881
```

Calculated values
HOMO in eV: -10.4
HOMO-LUMO gap in eV: 6.8
Total charge: +1
Calculated total energy in Eh: -4986.84977
LUMO level in eV: -3.65

Löwdin atomic charges, in units of e: 1.1507 -0.0430 -0.0278 0.0105 -0.2068 -0.0429 -0.1204 -0.1958 -0.0247 -0.0726 -0.0699 -0.1011 -0.2593 0.1027 0.1188 0.1129 0.0951 0.1069 0.1077 0.1096 0.0949 0.0531 -0.2331 -0.2057 -0.2409 0.0319 -0.1401 0.1257 -0.1359 0.1349 -0.1451 0.1272 -0.0321 -0.0862 -0.2260 -0.0077 -0.0715 -0.1028 -0.0225 -0.1501 0.1447 0.0151 -0.1538 -0.0190 -0.0673 -0.0361 -0.0152 -0.3772 -0.2006 0.1026 0.1035 0.0999 0.1115 0.1129 0.1128 0.1265 0.1561 0.1520 0.1225 0.1093 0.1183 0.1159 -0.0656 -0.0667 -0.0896 -0.3147 -0.0952 -0.0573 1.3802 -0.2875 -0.0818 -0.0570 -0.0562 -0.0126 -0.1905 -0.1785 -0.0058 -0.0576 -0.0720 -0.1207 -0.3198 0.1115 0.1106 0.0854 0.0870 0.1135 0.1102 0.1137 0.1107 0.1110 0.1143 0.1116 0.1067 0.1096

2.
Below is a molecular structure, C53H48Br2Cl2LuN4O7P, with properties calculated with ωB97M-V/def2-TZVPD.

Geometry as XYZ:
```
118
Properties=species:S:1:pos:R:3
Lu 0.475 0.266 0.802
C 5.033 2.450 3.209
C 3.572 2.784 3.108
C 2.957 3.667 3.989
C 1.614 3.945 3.841
C 0.927 3.331 2.803
Br -0.877 3.804 2.561
N 1.478 2.466 1.960
C 2.783 2.208 2.132
H 5.512 3.045 3.984
H 5.539 2.640 2.262
H 5.161 1.395 3.452
H 3.535 4.135 4.775
H 1.094 4.618 4.504
H 3.211 1.482 1.450
Cl -1.711 -1.410 0.658
C -3.410 -1.425 0.195
C -4.296 -1.871 1.164
C -5.650 -1.923 0.888
C -6.120 -1.525 -0.348
C -5.235 -1.099 -1.321
C -3.862 -1.040 -1.087
P -2.672 -0.480 -2.379
C -3.877 0.090 -3.661
C -3.999 -0.465 -4.932
C -4.883 0.073 -5.858
C -5.661 1.171 -5.531
C -5.551 1.730 -4.266
C -4.662 1.202 -3.346
C -2.248 -2.130 -3.078
C -2.609 -3.361 -2.537
C -2.135 -4.538 -3.105
C -1.296 -4.503 -4.207
C -0.917 -3.278 -4.742
C -1.391 -2.104 -4.184
H -3.924 -2.177 2.132
H -6.337 -2.281 1.642
H -7.179 -1.561 -0.564
H -5.612 -0.822 -2.294
H -3.424 -1.333 -5.215
H -4.966 -0.383 -6.836
H -6.342 1.593 -6.258
H -6.163 2.578 -3.988
H -4.587 1.646 -2.362
H -3.270 -3.412 -1.682
H -2.434 -5.488 -2.683
H -0.949 -5.427 -4.649
H -0.259 -3.239 -5.601
H -1.101 -1.142 -4.585
C 4.127 -2.756 -2.034
C 5.464 -2.065 -2.031
C 6.627 -2.800 -2.241
C 7.870 -2.193 -2.318
C 7.972 -0.815 -2.197
C 6.832 -0.067 -1.969
C 5.584 -0.679 -1.866
N 4.458 0.145 -1.640
C 3.504 -0.023 -0.664
N 3.916 -0.806 0.358
C 3.211 -1.661 1.262
C 1.809 -1.648 1.332
C 1.284 -2.644 2.179
C 2.062 -3.529 2.905
C 3.443 -3.455 2.829
C 4.041 -2.524 1.996
C 5.546 -2.477 1.886
N 2.378 0.640 -0.700
C 2.112 1.308 -1.945
C 1.833 0.531 -3.070
C 1.626 1.114 -4.307
C 1.693 2.493 -4.433
C 1.964 3.268 -3.320
C 2.191 2.699 -2.071
C 2.501 3.570 -0.891
H 4.153 -3.601 -2.722
H 3.339 -2.075 -2.351
H 3.867 -3.141 -1.044
H 6.550 -3.873 -2.362
H 8.754 -2.791 -2.489
H 8.933 -0.325 -2.270
H 6.890 1.009 -1.865
H 4.345 0.955 -2.229
H 4.887 -1.062 0.273
H 0.207 -2.742 2.288
H 1.599 -4.278 3.536
H 4.060 -4.127 3.412
H 5.986 -3.142 2.627
H 5.935 -1.473 2.071
H 5.889 -2.809 0.900
H 1.773 -0.542 -2.955
H 1.419 0.496 -5.171
H 1.543 2.958 -5.398
H 2.010 4.345 -3.417
H 2.656 4.601 -1.203
H 3.386 3.221 -0.356
H 1.648 3.545 -0.216
O 1.205 0.160 3.276
Cl -0.163 0.282 3.719
O -0.660 -0.966 4.165
O -0.251 1.278 4.721
O -0.923 0.684 2.538
Br -7.026 4.119 1.142
C -5.260 3.658 0.606
C -4.541 4.548 -0.177
C -3.253 4.212 -0.559
C -2.694 3.007 -0.152
C -3.428 2.137 0.645
C -4.720 2.456 1.030
C -1.267 2.687 -0.534
O -0.600 3.523 -1.119
O -0.850 1.513 -0.192
H -4.983 5.488 -0.477
H -2.662 4.876 -1.175
H -2.960 1.232 1.001
H -5.292 1.792 1.663
O 0.583 -1.756 -1.236
H -0.088 -2.298 -1.669
H 1.243 -2.347 -0.853
```

Calculated values
HOMO in eV: -8.0
ΔE to the lowest compared entry with this formula, charge and spin in kJ/mol: 0.0
HOMO-LUMO gap in eV: 8.4
Total charge: 0
Calculated total energy in Eh: -10439.40654
LUMO level in eV: 0.45

Here are the Löwdin charges for atoms 1 to 99, given in e: 1.6119 -0.0332 -0.2370 -0.0016 -0.0897 -0.7141 0.9415 -0.0170 -0.1242 0.0771 0.0817 0.0836 0.1205 0.1052 0.0959 0.7883 -0.5827 -0.0980 -0.0737 -0.0648 -0.0731 -0.3803 1.1390 -0.3744 -0.0825 -0.0808 -0.0882 -0.0767 -0.1150 -0.3956 -0.0767 -0.0770 -0.0861 -0.0795 -0.1412 0.1122 0.1094 0.1095 0.1019 0.0874 0.1029 0.1017 0.1062 0.1008 0.1016 0.1048 0.1023 0.1052 0.1046 -0.0156 -0.2109 -0.0472 -0.0827 -0.0834 -0.0180 -0.2100 0.1431 -0.3946 0.1354 -0.2396 -0.2257 -0.1669 -0.0903 -0.0592 -0.2278 -0.0401 0.0385 -0.2553 -0.0418 -0.0853 -0.0836 -0.0417 -0.2234 -0.0344 0.0876 0.0644 0.0844 0.1153 0.1033 0.1038 0.1153 0.1505 0.0992 0.0588 0.1004 0.1057 0.0789 0.0808 0.0758 0.0859 0.0974 0.1003 0.1132 0.0847 0.0712 0.0531 -0.3801 0.6493 -0.2787

3.
Below is 8 unconnected molecules or ions with the total composition C25H57N8O19, with properties calculated with ωB97M-V/def2-TZVPD.

Geometry as XYZ:
```
109
Properties=species:S:1:pos:R:3
C 7.944 0.663 1.437
C 8.203 0.181 -0.075
O 7.293 0.986 -0.884
C 6.497 0.156 -1.722
C 5.290 -0.546 -0.932
O 4.340 -0.943 -1.935
C 3.273 -1.689 -1.393
C 3.707 -3.085 -0.768
N 2.482 -3.888 -0.477
C 1.659 -4.148 -1.709
C 0.129 -3.763 -1.532
C -0.568 -4.474 -0.289
C -1.710 -3.531 0.326
C -2.834 -3.258 -0.774
C -4.291 -3.584 -0.181
C -5.158 -2.247 -0.389
C -6.719 -2.519 -0.195
C -7.425 -1.163 0.302
O -8.086 -0.554 -0.829
C -7.755 0.783 -0.983
C -7.743 1.348 -2.471
O -7.515 1.592 -0.083
C 2.218 -3.218 -2.892
O 2.316 -1.853 -2.473
H 7.814 1.785 1.362
H 8.780 0.379 2.128
H 6.939 0.237 1.718
H 8.025 -0.923 -0.215
H 9.285 0.364 -0.364
H 7.083 -0.596 -2.324
H 5.995 0.852 -2.467
H 5.758 -1.410 -0.369
H 4.892 0.175 -0.164
H 2.700 -1.135 -0.582
H 4.467 -3.624 -1.406
H 4.237 -2.874 0.211
H 2.798 -4.799 -0.110
H 1.966 -3.419 0.284
H 1.805 -5.231 -2.006
H -0.036 -2.646 -1.515
H -0.385 -4.134 -2.473
H -1.099 -5.421 -0.605
H 0.180 -4.722 0.527
H -1.269 -2.515 0.587
H -2.115 -3.957 1.286
H -2.681 -3.855 -1.722
H -2.818 -2.167 -1.084
H -4.798 -4.429 -0.734
H -4.261 -3.815 0.926
H -4.950 -1.875 -1.434
H -4.739 -1.495 0.336
H -6.921 -3.381 0.509
H -7.142 -2.741 -1.213
H -8.196 -1.394 1.101
H -6.608 -0.546 0.759
H -7.822 2.475 -2.436
H -6.828 1.038 -3.042
H -8.667 0.961 -2.986
H 1.416 -3.259 -3.692
H 3.151 -3.627 -3.375
C 6.752 2.578 5.330
N 7.849 2.124 4.438
O 8.384 2.967 3.739
O 8.133 0.939 4.471
H 6.611 3.646 5.195
H 5.860 2.034 5.052
H 7.049 2.353 6.354
C -11.484 -0.306 -0.359
N -12.399 -0.902 -1.366
O -12.797 -2.029 -1.162
O -12.682 -0.212 -2.327
H -11.320 -1.028 0.436
H -10.550 -0.070 -0.863
H -11.962 0.592 0.029
C -15.369 1.796 -1.985
N -16.020 3.110 -1.748
O -15.632 3.764 -0.800
O -16.897 3.435 -2.522
H -14.612 1.638 -1.223
H -16.141 1.031 -1.926
H -14.920 1.826 -2.975
C 11.911 1.268 1.499
N 11.918 -0.167 1.125
O 11.828 -0.440 -0.055
O 12.011 -0.971 2.031
H 11.823 1.866 0.596
H 11.057 1.431 2.153
H 12.847 1.479 2.012
C 7.798 5.295 0.617
N 9.011 4.690 1.223
O 9.276 3.542 0.914
O 9.649 5.385 1.983
H 7.332 4.561 -0.036
H 7.129 5.571 1.430
H 8.115 6.169 0.052
C 3.003 3.863 2.457
N 4.099 3.956 3.455
O 4.261 3.009 4.203
O 4.757 4.974 3.454
H 2.503 2.905 2.574
H 2.314 4.684 2.649
H 3.451 3.947 1.469
C -4.169 2.303 -1.121
N -2.953 1.668 -0.549
O -2.710 0.521 -0.878
O -2.287 2.341 0.209
H -4.661 1.588 -1.775
H -4.820 2.578 -0.293
H -3.847 3.178 -1.681
```

Calculated values
HOMO in eV: -11.8
HOMO-LUMO gap in eV: 8.6
Total charge: +1
Calculated total energy in Eh: -2853.33392
LUMO level in eV: -3.23

Here are the Löwdin charges for atoms 1 to 99, given in e: -0.0718 -0.2170 -0.1744 -0.1860 -0.1612 -0.0592 -0.3221 -0.0515 0.0818 -0.2047 -0.1439 -0.1920 -0.1944 -0.1960 -0.1888 -0.2150 -0.1419 -0.1638 -0.0572 -0.4639 0.0113 0.0587 -0.1377 -0.0563 0.0561 0.0659 0.0713 0.1141 0.1132 0.1386 0.1407 0.1166 0.1414 0.1790 0.1665 0.1503 0.1920 0.1840 0.1758 0.1360 0.1317 0.1242 0.0981 0.1115 0.1069 0.1097 0.0893 0.1135 0.1085 0.1139 0.1090 0.1185 0.1176 0.1339 0.1154 0.0972 0.0799 0.0870 0.1518 0.1440 0.0377 -0.4214 0.0549 0.0511 0.0876 0.0711 0.1074 0.0512 -0.4470 0.0781 0.0499 0.0982 0.0789 0.1038 0.0328 -0.4558 0.0619 0.0675 0.0788 0.1047 0.1010 0.0428 -0.4543 0.0488 0.0635 0.0940 0.0889 0.1043 0.0510 -0.4400 0.0343 0.0791 0.0920 0.0945 0.1026 0.0500 -0.4256 0.0389 0.0808

4.
Below is C4H3NO2 in the gas phase, with properties calculated with ωB97M-V/def2-TZVPD.

Geometry as XYZ:
```
10
Properties=species:S:1:pos:R:3
O 0.661 -2.250 -1.326
C 1.041 -1.109 -1.372
C 0.649 -0.101 -0.348
N 1.018 1.016 0.078
C -0.058 0.265 0.866
C -1.425 0.869 0.818
O -1.771 1.656 -0.029
H 1.739 -0.735 -2.140
H 0.252 -0.166 1.817
H -2.105 0.555 1.636
```

Calculated values
HOMO in eV: -10.4
ΔE to the lowest compared entry with this formula, charge and spin in kJ/mol: 299.1
HOMO-LUMO gap in eV: 9.5
Total charge: 0
Calculated total energy in Eh: -359.35642
SMILES: O=CC1=N[C@H]1C=O
LUMO level in eV: -0.90

Löwdin atomic charges, in units of e: 0.0944 -0.1707 -0.2081 0.2557 -0.1710 -0.2373 0.0609 0.1317 0.1237 0.1206